Entry 1:
Formula: C6H8
Source: OMol25
Level of theory: ωB97M-V/def2-TZVPD

ORCA input file:
```
! wB97M-V def2-TZVPD RIJCOSX def2/J DEFGRID3
* xyz 0 1
C -1.248 0.324 -0.150
C -0.070 0.842 -0.933
C 0.964 1.496 -0.398
C 1.152 -0.490 1.192
C 0.159 -1.435 0.763
C -1.019 -1.131 0.192
H -1.320 0.903 0.783
H -2.182 0.451 -0.704
H -0.037 0.561 -1.985
H 0.955 1.803 0.646
H 1.851 1.718 -0.988
H 2.122 -0.672 0.696
H 0.406 -2.477 0.991
H -1.732 -1.895 -0.107
*
```

HOMO-LUMO gap (alpha / beta)	0.277 / 0.277	Ha
HOMO level (alpha / beta)	-0.2883 / -0.2882	hartree

These are the Mulliken partial charges, in e, on atoms 1 to 4: -0.664, 0.038, -0.966, -0.572



Entry 2:
Formula: C7H14N2O2S
Source: OMol25
Level of theory: ωB97M-V/def2-TZVPD

ORCA input file:
```
! wB97M-V def2-TZVPD RIJCOSX def2/J DEFGRID3
* xyz 0 1
C 0.597 1.721 -0.194
C 0.228 0.373 -0.680
C 1.263 -0.787 -0.341
C -1.819 0.389 0.665
C 0.842 -2.079 -0.926
C 2.578 -0.295 -0.953
C -3.291 0.080 0.600
N -1.459 0.726 1.930
N -1.199 0.152 -0.423
O 1.532 1.879 0.523
O -0.218 2.754 -0.613
S 1.669 -0.925 1.509
H 0.457 0.478 -1.758
H 1.728 -2.802 -0.767
H 0.750 -2.061 -2.007
H 0.192 -2.638 -0.206
H 2.993 0.664 -0.578
H 2.405 -0.447 -2.055
H 3.441 -0.942 -0.731
H -3.672 -0.542 1.421
H -3.520 -0.365 -0.399
H -3.817 1.033 0.760
H -2.007 0.290 2.577
H -0.552 0.642 2.203
H -0.877 2.310 -1.118
H 1.755 0.392 1.562
*
```

SMILES	C/C(N)=N/[C@@H](C(=O)O)C(C)(C)S
HOMO-LUMO gap	0.348	Ha
HOMO level	-0.3258	hartree

These are the Mulliken partial charges, in e, on atoms 1 to 4: 0.583, -0.352, 1.044, 0.783



Entry 3:
Formula: C19H55N3O10
Source: OMol25
Level of theory: ωB97M-V/def2-TZVPD

ORCA input file:
```
! wB97M-V def2-TZVPD RIJCOSX def2/J DEFGRID3
* xyz 0 1
C 4.829 2.130 0.549
C 3.430 2.423 0.036
C 3.491 2.920 -1.392
C 2.543 1.179 0.204
N 2.531 0.328 -0.977
C 2.207 -1.065 -0.745
C 0.849 -1.360 -0.134
O -0.179 -1.400 -1.133
C -0.897 -0.170 -1.241
C -2.317 -0.404 -0.758
C -2.544 -0.199 0.738
C -2.141 1.126 1.351
C -3.084 2.318 1.093
N -3.878 2.335 -0.129
C -0.878 0.270 -2.692
O -1.656 1.494 -2.841
N -0.782 2.604 -2.997
O -0.173 2.885 -2.039
H 5.524 2.880 0.189
H 4.862 2.069 1.629
H 5.164 1.179 0.139
H 2.997 3.197 0.663
H 3.803 3.958 -1.397
H 4.171 2.319 -1.979
H 2.511 2.896 -1.855
H 2.935 0.581 1.017
H 1.536 1.519 0.468
H 1.960 0.719 -1.712
H 2.232 -1.581 -1.699
H 2.973 -1.527 -0.128
H 0.595 -0.654 0.651
H 0.878 -2.347 0.318
H -0.374 0.599 -0.687
H -2.511 -1.450 -0.971
H -3.022 0.147 -1.361
H -3.576 -0.420 0.991
H -1.964 -0.965 1.239
H -1.126 1.413 1.093
H -2.144 0.988 2.425
H -3.754 2.460 1.933
H -2.474 3.207 1.061
H -4.446 1.507 -0.237
H -3.312 2.472 -0.953
H 0.135 0.507 -2.995
H -1.296 -0.479 -3.349
C -2.142 -2.423 4.354
O -2.693 -2.405 3.033
H -1.060 -2.415 4.261
H -2.454 -1.540 4.917
H -2.439 -3.321 4.895
H -3.652 -2.414 3.119
C -2.041 4.244 3.990
O -1.805 2.840 4.047
H -3.107 4.383 3.834
H -1.754 4.736 4.923
H -1.503 4.703 3.157
H -0.861 2.704 4.181
C 0.844 -2.677 -5.076
O -0.061 -2.876 -3.993
H 0.307 -2.855 -6.001
H 1.231 -1.653 -5.085
H 1.684 -3.374 -5.020
H 0.413 -2.710 -3.170
C -0.418 -3.526 8.064
O -0.418 -3.819 6.671
H -1.360 -3.887 8.468
H 0.402 -4.033 8.579
H -0.345 -2.451 8.248
H 0.416 -3.505 6.306
C 3.427 -3.641 -8.344
O 2.065 -3.706 -7.934
H 3.669 -2.591 -8.486
H 4.094 -4.057 -7.585
H 3.586 -4.168 -9.288
H 1.840 -4.633 -7.806
C -0.333 6.403 -0.609
O -0.299 5.068 -0.121
H 0.093 7.041 0.162
H 0.262 6.511 -1.520
H -1.357 6.731 -0.807
H -0.673 4.495 -0.800
C -1.365 -4.789 0.551
O -0.307 -4.545 1.475
H -1.018 -5.539 -0.154
H -2.247 -5.163 1.075
H -1.619 -3.874 0.009
H -0.629 -3.879 2.093
*
```

SMILES	CC(C)CNCCO[C@H](CCCCN)CON=O.CO.CO.CO.CO.CO.CO.CO
HOMO-LUMO gap	0.291	Ha
HOMO level	-0.3140	hartree

These are the Mulliken partial charges, in e, on atoms 1 to 4: -1.643, 0.790, -1.465, -0.238



Entry 4:
Formula: C2H6N2O3
Source: OMol25
Level of theory: ωB97M-V/def2-TZVPD

ORCA input file:
```
! wB97M-V def2-TZVPD RIJCOSX def2/J DEFGRID3
* xyz 0 1
C 1.199 -0.344 -0.038
C -0.097 0.502 -0.284
N -1.525 -1.725 -0.218
N -0.176 1.750 0.316
O 2.424 0.269 -0.267
O 1.200 -1.552 0.247
O -1.386 -0.334 0.233
H -0.198 0.569 -1.344
H -2.085 -2.064 0.579
H -0.521 -2.162 -0.190
H -1.241 2.097 0.285
H 2.375 1.142 -0.666
H 0.030 1.851 1.345
*
```

SMILES	NO[C@@H](N)C(=O)O
HOMO-LUMO gap	0.331	Ha
HOMO level	-0.3152	hartree

These are the Mulliken partial charges, in e, on atoms 1 to 4: 0.644, 0.014, -0.565, -0.615



Entry 5:
Formula: C45H37BrN11NaO3S2
Source: OMol25
Level of theory: ωB97M-V/def2-TZVPD

ORCA input file:
```
! wB97M-V def2-TZVPD RIJCOSX def2/J DEFGRID3
* xyz 0 1
Na 0.888 0.615 1.074
S -2.381 -3.363 7.059
N -2.120 -1.738 6.940
C -1.381 -1.559 5.881
C -1.012 -0.293 5.258
C -1.546 0.881 5.733
C -1.247 2.031 5.007
C -0.429 2.001 3.891
N 0.118 0.897 3.431
C -0.206 -0.263 4.114
C 0.373 -1.506 3.607
N 1.227 -1.441 2.579
C 1.719 -2.555 2.109
C 1.406 -3.817 2.560
C 0.469 -3.906 3.558
C -0.059 -2.734 4.096
C -0.947 -2.774 5.250
N -1.414 -3.857 5.855
H -2.192 0.869 6.625
H -1.609 2.988 5.333
H -0.327 2.905 3.276
H 2.417 -2.406 1.275
H 1.900 -4.655 2.125
H 0.171 -4.841 3.951
Br 6.516 -5.335 0.316
C 5.453 -4.836 -1.189
C 4.089 -4.919 -0.937
C 3.223 -4.571 -1.942
C 3.758 -4.127 -3.156
C 5.163 -4.083 -3.400
C 6.012 -4.538 -2.419
N 3.000 -3.978 -4.378
N 1.936 -3.369 -4.392
C 1.373 -2.744 -3.249
C 0.173 -3.187 -2.752
C -0.428 -2.625 -1.629
C 0.147 -1.546 -0.963
O -0.399 -1.008 0.060
C 1.404 -1.047 -1.534
N 2.031 -0.035 -0.831
C 3.233 0.392 -1.178
C 3.873 -0.062 -2.359
C 3.309 -1.122 -3.047
C 2.027 -1.642 -2.613
H 3.694 -5.276 -0.010
H 2.163 -4.682 -1.815
H 5.511 -3.894 -4.416
H 7.109 -4.525 -2.571
H -0.215 -4.090 -3.242
H -1.325 -3.065 -1.274
H 3.706 1.160 -0.568
H 4.884 0.369 -2.548
H 3.737 -1.548 -3.992
O -1.690 2.802 -6.534
C -2.390 2.216 -5.546
O -3.414 1.611 -5.741
C -1.721 2.375 -4.185
C -1.424 3.641 -3.715
C -0.795 3.780 -2.482
C -0.464 2.666 -1.749
C -0.823 1.406 -2.169
C -1.463 1.256 -3.371
N 0.399 2.728 -0.638
C 0.485 3.786 0.080
C 1.441 3.790 1.182
C 1.630 4.974 1.897
C 2.509 4.974 2.965
C 3.175 3.766 3.270
C 2.840 2.630 2.592
N 2.038 2.646 1.514
H -0.799 2.955 -6.140
H -1.639 4.511 -4.379
H -0.413 4.774 -2.149
H -0.516 0.548 -1.599
H -1.774 0.276 -3.707
H -0.118 4.690 -0.019
H 1.060 5.868 1.630
H 2.734 5.885 3.557
H 3.914 3.842 4.022
H 3.304 1.671 2.807
C -3.724 -1.374 -1.594
C -3.783 -1.020 -0.116
N -3.075 0.186 0.180
C -3.582 1.404 0.342
S -2.791 2.608 1.274
N -4.814 1.609 -0.169
C -5.453 2.892 -0.035
C -5.027 3.908 -1.084
H -4.191 -2.327 -1.807
H -2.703 -1.528 -1.904
H -4.113 -0.584 -2.222
H -3.244 -1.801 0.464
H -4.803 -0.907 0.225
H -2.092 0.039 0.375
H -5.191 0.874 -0.742
H -5.185 3.318 0.995
H -6.532 2.641 -0.054
H -3.977 4.224 -0.914
H -5.639 4.803 -1.126
H -5.146 3.422 -2.040
*
```

HOMO-LUMO gap	0.222	Ha
HOMO level	-0.2477	hartree

These are the Mulliken partial charges, in e, on atoms 1 to 4: 0.913, 0.120, -0.728, 0.797



Entry 6:
Formula: C35H44NO3P2SiSm
Source: OMol25
Level of theory: ωB97M-V/def2-TZVPD

ORCA input file:
```
! wB97M-V def2-TZVPD RIJCOSX def2/J DEFGRID3
* xyz 0 6
C -0.204 3.707 -3.514
C -0.388 2.383 -3.026
N 0.571 1.864 -2.144
C 1.498 2.707 -1.611
C 1.520 4.070 -1.900
C 0.684 4.564 -2.898
C -1.521 1.651 -3.431
P -1.908 -0.025 -2.928
Sm 0.169 -0.350 -1.025
P 2.974 0.395 -0.803
C 2.474 2.173 -0.553
C 0.555 -2.853 -1.370
C -0.534 -3.479 -0.786
C -0.477 -4.888 -0.573
C 0.633 -5.607 -1.017
C 1.688 -4.969 -1.664
C 1.638 -3.559 -1.852
O -0.430 1.209 -6.628
O 1.008 -2.269 -5.856
H -0.844 4.037 -4.334
H 2.212 4.719 -1.367
H 0.705 5.626 -3.156
C -3.408 0.520 -2.032
C -2.546 -1.118 -4.257
H 3.410 2.750 -0.556
H 2.038 2.270 0.453
H -0.550 1.107 -5.711
H -2.003 2.062 -4.353
C 3.540 -0.142 0.843
C 4.536 0.587 -1.711
H -1.431 -2.909 -0.487
H -1.293 -5.405 -0.070
H 0.671 -6.691 -0.853
H 2.540 -5.553 -2.022
H 2.461 -3.051 -2.373
H 1.330 -0.860 -2.518
H 0.443 -2.789 -5.215
H 0.722 -1.323 -5.768
H 0.546 1.064 -6.711
H 2.092 -0.709 -2.517
H -4.137 0.795 -2.808
H -3.787 -0.243 -1.341
H -3.121 1.433 -1.488
H -3.364 -0.629 -4.806
H -1.756 -1.403 -4.973
H -2.925 -2.051 -3.799
H 5.267 1.132 -1.096
H 4.947 -0.402 -1.962
H 4.377 1.143 -2.646
H 4.315 0.547 1.216
H 2.708 -0.192 1.562
H 3.964 -1.154 0.751
O -0.587 0.305 0.800
Si -0.699 0.328 2.396
C 0.018 1.917 2.990
C 1.390 2.112 3.123
C 1.887 3.301 3.668
C 0.998 4.312 4.047
C -0.379 4.148 3.858
C -0.863 2.954 3.310
C -2.475 0.263 2.879
C -2.718 0.072 4.247
C -4.035 0.023 4.713
C -5.095 0.148 3.816
C -4.843 0.320 2.451
C -3.534 0.379 1.979
C 0.071 -1.235 3.025
C 1.155 -1.243 3.890
C 1.672 -2.457 4.357
C 1.085 -3.664 3.962
C -0.008 -3.661 3.089
C -0.518 -2.445 2.628
H 2.102 1.323 2.838
H 2.960 3.423 3.823
H 1.379 5.229 4.508
H -1.074 4.929 4.155
H -1.947 2.833 3.166
H -1.887 -0.040 4.948
H -4.215 -0.112 5.783
H -6.125 0.109 4.183
H -5.681 0.415 1.745
H -3.339 0.519 0.908
H 1.591 -0.298 4.243
H 2.521 -2.450 5.046
H 1.469 -4.613 4.351
H -0.483 -4.593 2.781
H -1.405 -2.447 1.981
*
```

HOMO-LUMO gap (alpha / beta)	0.254 / 0.255	Ha
HOMO level (alpha / beta)	-0.2436 / -0.2436	hartree

These are the Mulliken partial charges, in e, on atoms 1 to 4: -1.045, 1.206, 0.301, 0.860



ΔE to the lowest compared entry with this formula, charge and spin, respectively: 4.313, 0.971, 0.000, 4.196, 0.000, 1.185 eV.
Maximum force, respectively: 0.314, 4.174, 0.860, 4.071, 2.125, 3.003 eV/A.